*w*
Computed, not measured: C3H5N3O in the gas phase, with ωB97M-V/def2-TZVPD.

Element x y z (Å)
C  1.906  -0.084  0.071
C  0.419  -0.170  0.096
N  -0.258  -1.098  0.691
N  -1.570  -0.757  0.475
C  -1.743  0.394  -0.255
O  -2.763  0.953  -0.607
N  -0.415  0.757  -0.490
H  2.278  0.129  -0.937
H  2.323  -1.036  0.405
H  2.262  0.708  0.739
H  -2.308  -1.322  0.858
H  -0.152  1.564  -1.035

Values from the calculation:
LUMO level: 0.77 eV
SMILES: Cc1n[nH]c(=O)[nH]1
M: 99.09 g/mol

*x*
Computed, not measured: C3H5N3O in the gas phase, with ωB97M-V/def2-TZVPD.

Element x y z (Å)
C  -1.455  0.490  0.671
C  -0.039  -0.213  -1.014
C  0.617  0.086  0.360
N  -0.263  0.401  1.270
N  -1.442  0.221  -0.621
N  1.800  -0.273  0.791
O  0.319  0.092  -2.190
H  -2.306  0.718  1.225
H  -0.122  -1.393  -0.806
H  -1.806  0.561  -1.464
H  2.476  -0.450  0.048
H  2.222  -0.240  1.731

Values from the calculation:
LUMO level: -0.02 eV
M: 99.09 g/mol

*w* has the most favorable energy; the next structure is 2.489 eV above.

*w*
Computed, not measured: C3H5N3O in the gas phase, with ωB97M-V/def2-TZVPD.

Element x y z (Å)
O  1.501  1.329  -2.033
C  0.451  1.204  -1.131
C  0.333  0.000  -0.125
N  0.967  -1.093  0.024
N  -0.290  -1.784  1.577
C  -1.030  -0.719  1.499
N  -0.792  0.283  0.686
H  1.498  0.584  -2.645
H  -0.539  1.201  -1.614
H  0.481  2.086  -0.486
H  -0.645  -2.559  2.168
H  -1.934  -0.531  2.081

Values from the calculation:
LUMO level (spin up / spin down): -1.37 / -1.36 eV
M: 99.09 g/mol

*x*
Computed, not measured: C3H5N3O in the gas phase, with ωB97M-V/def2-TZVPD.

Element x y z (Å)
N  1.710  -1.309  0.169
C  0.536  -0.669  -0.088
C  -0.762  -0.929  0.243
N  -1.341  0.300  0.074
C  -0.391  1.155  -0.282
O  -0.655  2.384  -0.659
N  0.805  0.522  -0.332
H  1.224  -2.404  0.509
H  2.439  -0.694  0.661
H  -1.449  -1.857  0.359
H  -2.360  0.637  0.278
H  0.243  2.863  -0.931

Values from the calculation:
LUMO level: 0.69 eV
SMILES: Nc1c[nH]c(O)n1
M: 99.09 g/mol

*x* has the most favorable energy; the next structure is 1.040 eV above.

*w*
Computed, not measured: C3H5N3O in the gas phase, with ωB97M-V/def2-TZVPD.

Element x y z (Å)
N  0.488  0.380  2.079
C  0.051  0.342  0.817
N  -0.185  1.491  0.121
C  -0.561  1.179  -1.122
O  0.416  -0.708  -2.161
C  -0.562  -0.365  -1.216
N  -0.169  -0.776  0.131
H  0.724  1.295  2.433
H  0.872  -0.429  2.539
H  0.575  0.122  -2.643
H  -1.529  -0.817  -1.469
H  -0.119  -1.716  0.490

Values from the calculation:
LUMO level: 0.41 eV
M: 99.09 g/mol

*x*
Computed, not measured: C3H5N3O in the gas phase, with ωB97M-V/def2-TZVPD.

Element x y z (Å)
O  -0.247  -2.047  -0.930
C  -0.403  -1.313  0.152
C  -0.060  0.095  -0.022
C  -0.151  1.054  -1.000
N  -0.068  2.358  -0.484
N  0.299  2.104  0.727
N  0.624  0.853  1.016
H  0.771  -1.909  -1.115
H  -1.430  -0.982  0.674
H  0.439  -1.749  0.923
H  -0.654  0.863  -1.855
H  0.879  0.673  1.915

Values from the calculation:
LUMO level: 0.48 eV
SMILES: OCc1cnn[nH]1
M: 99.09 g/mol

*w* has the most favorable energy; the next structure is 1.858 eV above.

*w*
Computed, not measured: 2 unconnected molecules or ions with the total composition C3H5N3O, with ωB97M-V/def2-TZVPD.

Element x y z (Å)
O  -2.301  0.847  -0.685
C  -1.544  -0.115  -0.078
C  -0.239  0.304  0.445
N  0.438  1.006  -0.453
N  1.561  0.285  -0.534
C  1.575  -0.681  0.415
N  0.462  -0.667  1.097
H  -1.684  1.472  -1.097
H  -0.623  -1.015  -1.031
H  -2.190  -0.691  0.597
H  2.233  0.491  -1.252
H  2.397  -1.362  0.559

Values from the calculation:
LUMO level: 0.59 eV
M: 99.09 g/mol

*x*
Computed, not measured: C3H5N3O in the gas phase, with ωB97M-V/def2-TZVPD.

Element x y z (Å)
N  -1.902  -0.550  0.607
C  -0.612  -0.009  0.842
N  0.477  -0.755  0.759
C  1.226  -0.109  -0.170
O  2.374  -0.648  -0.623
C  0.625  1.044  -0.614
N  -0.486  1.178  0.207
H  -1.880  -1.528  0.877
H  -1.792  -0.581  -0.418
H  2.448  -1.509  -0.187
H  0.861  1.721  -1.415
H  -1.311  1.738  0.049

Values from the calculation:
LUMO level: 0.78 eV
SMILES: Nc1nc(O)c[nH]1
M: 99.09 g/mol

*x* has the most favorable energy; the next structure is 2.385 eV above.

*w*
Computed, not measured: C3H5N3O in the gas phase, with ωB97M-V/def2-TZVPD.

Element x y z (Å)
O  -2.461  0.645  1.163
C  -1.645  0.130  0.185
C  -0.306  0.186  0.152
N  0.668  0.257  1.172
C  1.704  -0.277  0.635
N  1.571  -0.680  -0.696
N  0.369  -0.016  -1.076
H  -2.529  1.591  0.968
H  -2.146  -0.398  -0.627
H  2.634  -0.497  1.153
H  2.336  -0.392  -1.301
H  -0.198  -0.548  -1.729

Values from the calculation:
LUMO level: 0.94 eV
SMILES: O/C=C1\N=CNN1
M: 99.09 g/mol

*x*
Computed, not measured: 2 unconnected molecules or ions with the total composition C3H5N3O, with ωB97M-V/def2-TZVPD.

Element x y z (Å)
N  -0.516  -0.901  -1.325
C  0.346  -0.589  -0.619
C  1.632  -0.388  0.065
O  2.485  -1.420  -0.376
H  2.015  0.616  -0.170
H  1.527  -0.460  1.150
H  2.291  -1.553  -1.315
N  -2.797  0.174  -0.103
C  -1.903  0.898  0.295
N  -0.975  1.538  0.795
H  -2.788  -0.047  -1.093
H  -1.210  2.518  0.903

Values from the calculation:
LUMO level: 0.76 eV
SMILES: N#CCO.N=C=N
M: 99.09 g/mol

*x* has the most favorable energy; the next structure is 0.851 eV above.

*w*
Computed, not measured: 2 unconnected molecules or ions with the total composition C3H9NO2S, with ωB97M-V/def2-TZVPD.

Element x y z (Å)
C  1.105  0.538  -0.258
C  2.306  0.177  0.691
S  3.899  0.910  0.102
N  0.009  -0.116  0.394
C  -1.527  0.197  0.712
O  -2.490  -0.704  0.404
H  0.929  1.735  -0.339
H  1.282  0.102  -1.259
H  2.395  -1.012  0.571
H  1.932  0.328  1.822
H  0.177  -1.146  0.434
H  -1.603  1.218  0.226
H  -1.508  0.486  1.737
H  -2.014  -1.082  -1.039
H  -2.845  -0.569  -2.169
O  -2.046  -1.062  -2.031

Values from the calculation:
LUMO level: 6.10 eV
M: 123.18 g/mol
Net charge: -2

*x*
Computed, not measured: 2 unconnected molecules or ions with the total composition C3H9NO2S, with ωB97M-V/def2-TZVPD.

Element x y z (Å)
C  -0.517  -0.552  0.807
O  -1.937  -0.736  0.773
C  -0.052  0.316  -0.387
C  1.406  0.712  -0.158
S  2.163  1.841  -1.401
N  -0.336  -0.365  -1.619
H  -0.326  -0.086  1.777
H  -0.011  -1.513  0.667
H  -0.649  1.237  -0.364
H  2.017  -0.205  -0.165
H  1.455  1.055  0.876
H  0.321  -0.933  -2.073
H  -1.281  -0.417  -1.912
H  -2.140  -1.391  1.533
H  -2.904  -2.897  2.142
O  -2.459  -2.376  2.815

Values from the calculation:
LUMO level: 5.95 eV
M: 123.18 g/mol
Net charge: -2

*y*
Computed, not measured: 2 unconnected molecules or ions with the total composition C3H9NO2S, with ωB97M-V/def2-TZVPD.

Element x y z (Å)
C  0.738  0.969  -0.826
C  1.377  2.223  -0.237
S  2.124  3.438  -1.376
N  -0.625  0.623  -0.384
C  -0.836  -0.787  -0.065
O  -1.988  -1.065  0.741
H  0.879  0.841  -1.868
H  1.606  0.310  -0.471
H  2.086  1.857  0.617
H  0.590  2.764  0.240
H  -0.871  1.199  0.439
H  0.120  -1.195  0.440
H  -0.964  -1.401  -0.915
H  -1.747  -2.108  1.074
H  -1.005  -4.107  0.955
O  -1.483  -3.560  1.636

Values from the calculation:
LUMO level: 5.87 eV
M: 123.18 g/mol
Net charge: -2

*x* has the most favorable energy; the next structure is 0.587 eV above.